# 1
DFT (the ωB97M-V functional and the def2-TZVPD basis) results for a cluster of 2 separate species, C9H5Cl2N3O3 in total at a distorted geometry.

**HOMO level**: -9.51 eV
**Orbital gap**: 6.105 eV
**ΔE to the lowest compared entry with this formula, charge and spin**: 0.0 kcal/mol
**DFT total energy**: -1656.19836 Eh
**Total charge**: 0
**SMILES string**: N#CC1=C(C#N)C(=O)C(Cl)=C(Cl)C1=O.CNO

Each line ends with the Mulliken charge.
Cartesian coordinates (Å):
1 N 1.645 2.874 1.483  -0.471
2 C 0.747 2.144 1.305  -0.268
3 C -0.352 1.266 1.101  0.763
4 C -0.238 -0.079 1.331  1.005
5 C 0.970 -0.642 1.819  -0.282
6 N 1.958 -1.109 2.236  -0.482
7 C -1.371 -1.011 1.157  0.347
8 O -1.231 -2.209 1.370  -0.564
9 C -2.636 -0.391 0.685  0.211
10 Cl -3.933 -1.464 0.479  -0.112
11 C -2.737 0.944 0.411  0.135
12 Cl -4.159 1.650 -0.178  -0.108
13 C -1.592 1.872 0.587  0.396
14 O -1.638 3.074 0.318  -0.568
15 C 1.339 -0.903 -2.504  -0.578
16 N 2.223 -1.369 -1.440  -0.358
17 O 2.559 -0.120 -0.773  -0.406
18 H 0.973 -1.726 -3.130  0.321
19 H 0.491 -0.344 -2.076  0.176
20 H 1.924 -0.203 -3.114  0.244
21 H 1.679 -1.910 -0.763  0.269
22 H 3.382 -0.342 -0.303  0.331



# 2
DFT (the ωB97M-V functional and the def2-TZVPD basis) results for a structure of composition C29H44FeN3O3SSe4 at a distorted geometry.

**HOMO level (alpha / beta)**: -1.12 / -1.02 eV
**Orbital gap (alpha / beta)**: 5.132 / 4.956 eV
**ΔE to the lowest compared entry with this formula, charge and spin**: 5.2 kcal/mol
**DFT total energy**: -12789.20527 Eh
**Total charge**: -2
**Multiplicity**: 6
**<S²>**: 8.808

Each line ends with the Mulliken charge.
Cartesian coordinates (Å):
1 Fe -0.095 -0.128 -0.030  -0.042
2 C 6.719 -0.986 0.748  -1.877
3 C 6.360 -1.178 -0.731  2.145
4 C 6.514 -2.665 -1.085  -1.567
5 C 7.367 -0.374 -1.563  -2.101
6 C 4.919 -0.744 -1.010  -0.680
7 C 3.915 -0.982 -0.066  0.361
8 C 2.602 -0.622 -0.320  0.553
9 N 1.529 -0.806 0.544  -0.150
10 C 1.644 -0.683 1.940  -1.191
11 C 2.412 -1.460 2.778  -0.026
12 C 2.412 -1.215 4.158  -0.893
13 C 1.612 -0.190 4.630  0.102
14 C 0.791 0.609 3.813  -0.535
15 C 0.798 0.338 2.444  2.166
16 O 0.045 0.942 1.523  -1.430
17 C -0.078 1.668 4.504  2.108
18 C -1.066 0.961 5.446  -1.390
19 C 0.821 2.608 5.324  -1.803
20 C -0.897 2.542 3.547  -2.075
21 C 3.233 -2.122 5.074  2.360
22 C 4.709 -2.090 4.652  -1.710
23 C 3.153 -1.696 6.541  -2.281
24 C 2.710 -3.562 4.966  -1.745
25 C 2.266 0.071 -1.516  1.090
26 O 1.048 0.585 -1.563  -1.339
27 C 3.232 0.202 -2.520  -0.583
28 C 4.548 -0.188 -2.223  0.028
29 C 2.938 0.822 -3.895  2.115
30 C 1.466 0.716 -4.318  -1.715
31 C 3.341 2.304 -3.876  -1.539
32 C 3.749 0.106 -4.989  -1.988
33 H 7.780 -1.203 0.907  0.459
34 H 6.148 -1.650 1.397  0.315
35 H 6.521 0.039 1.067  0.397
36 H 7.536 -3.012 -0.891  0.426
37 H 6.283 -2.831 -2.139  0.319
38 H 5.825 -3.270 -0.493  0.315
39 H 8.385 -0.603 -1.236  0.454
40 H 7.197 0.699 -1.449  0.414
41 H 7.300 -0.617 -2.625  0.340
42 H 4.150 -1.447 0.880  -0.090
43 H 2.979 -2.281 2.359  0.971
44 H 1.583 -0.003 5.695  0.283
45 H -0.544 0.419 6.239  0.271
46 H -1.675 0.241 4.896  0.126
47 H -1.730 1.694 5.916  0.473
48 H 1.377 2.071 6.095  0.282
49 H 0.212 3.372 5.817  0.463
50 H 1.543 3.107 4.674  0.368
51 H -1.638 1.954 3.008  0.318
52 H -0.264 3.027 2.804  0.361
53 H -1.411 3.311 4.135  0.534
54 H 5.108 -1.076 4.731  0.336
55 H 4.833 -2.416 3.618  0.342
56 H 5.306 -2.751 5.290  0.471
57 H 3.525 -0.679 6.680  0.372
58 H 3.762 -2.369 7.150  0.447
59 H 2.128 -1.741 6.913  0.422
60 H 2.802 -3.938 3.947  0.336
61 H 1.653 -3.604 5.236  0.373
62 H 3.271 -4.228 5.630  0.434
63 H 5.308 -0.040 -2.979  0.146
64 H 0.811 1.306 -3.687  0.139
65 H 1.112 -0.315 -4.256  0.408
66 H 1.370 1.058 -5.354  0.473
67 H 2.757 2.844 -3.126  0.266
68 H 3.166 2.769 -4.853  0.435
69 H 4.398 2.414 -3.620  0.263
70 H 3.564 -0.969 -4.957  0.404
71 H 4.823 0.269 -4.892  0.380
72 H 3.448 0.480 -5.972  0.469
73 Se -2.292 -1.483 1.750  0.096
74 Se -3.463 -2.095 3.563  -0.517
75 Se -5.751 -2.237 0.649  -0.610
76 Se -3.696 -1.662 -0.120  -0.108
77 N -2.830 2.782 -1.340  -0.540
78 C -1.626 2.147 -1.143  0.432
79 N -0.507 2.775 -1.564  -0.431
80 O -1.622 1.040 -0.607  -0.093
81 H -2.823 3.787 -1.352  0.203
82 H -3.584 2.357 -0.820  0.296
83 H -0.607 3.507 -2.244  0.270
84 H 0.311 2.145 -1.635  0.267
85 S -0.824 -2.016 -1.263  -0.349